# 1
{"formula": "C5H8N5", "method": "ωB97M-V with the def2-TZVPD basis set", "symbols": ["C", "C", "C", "C", "C", "N", "N", "N", "N", "N", "H", "H", "H", "H", "H", "H", "H", "H"], "coordinates": [[1.37300, -1.09454, -3.14853], [-0.74785, 0.70588, 0.57767], [0.42256, -0.24860, -1.27107], [0.54780, 0.87322, 1.28740], [0.99494, -0.58897, 1.72121], [2.26611, -1.56924, -3.68117], [0.82651, -1.66073, 1.00164], [-0.69842, 0.17211, -0.64390], [-1.99983, 1.00511, 1.01557], [0.25149, -0.74646, -2.48846], [1.35024, 1.07560, 0.54644], [0.40574, 1.48597, 2.06308], [1.96483, -0.57910, 2.23729], [0.22220, -0.92661, 2.57442], [-1.60901, 0.23973, -1.06847], [-2.06779, 1.66571, 1.79218], [-2.72625, 1.04985, 0.31928], [-0.77628, -0.85892, -2.83459]], "forces_ev_per_a": [[-0.6, -0.9, -0.5], [-0.3, 0.6, -0.2], [1.6, 0.1, 0.2], [-0.2, -3.3, -3.6], [-1.0, 0.8, 3.6], [0.5, 0.2, -0.3], [-0.5, -1.7, -2.0], [-1.3, 0.2, -0.3], [2.6, 0.5, 0.3], [-3.1, 0.9, 1.3], [-0.7, 0.6, 0.4], [0.2, 2.4, 3.1], [0.2, 0.5, 0.1], [1.2, 0.4, -0.9], [-0.5, -0.6, -0.9], [-0.2, -0.5, -0.3], [-0.4, -0.1, 0.2], [2.6, -0.2, -0.3]], "lowdin_charge": [-0.2659, -0.2591, -0.0567, -0.0512, -0.3671, 0.2161, 0.2005, 0.0756, 0.2404, 0.0564, 0.1395, 0.0796, 0.1384, 0.2035, 0.1530, 0.1525, 0.1317, 0.2129], "homo_lumo_gap_ev": [7.96, 7.97], "fmax_ev_per_a": 4.8, "total_charge": 1, "relative_energy_ev": 6.124, "e_tot_ha": -468.6109}

=====

# 2
{"formula": "C5H8NO", "method": "ωB97M-V with the def2-TZVPD basis set", "symbols": ["C", "C", "C", "N", "C", "C", "O", "H", "H", "H", "H", "H", "H", "H", "H"], "coordinates": [[0.39243, -2.11352, 0.04807], [-0.33473, -1.06969, -0.27746], [-0.39041, 0.16123, 0.51142], [-1.27265, 1.24900, -0.49707], [0.87722, 0.80634, 0.66047], [1.91644, 0.35819, 0.02726], [2.94953, 0.05734, -0.35250], [0.93037, -2.00190, 0.98124], [0.40900, -2.95430, -0.57228], [-1.04071, -0.93852, -1.14592], [-0.87716, 0.30306, 1.47404], [-2.27034, 0.89251, -0.40192], [-1.08670, 1.33055, -1.50538], [-1.31746, 2.20647, -0.12246], [1.11517, 1.71325, 1.17249]], "forces_ev_per_a": [[-0.2, 1.3, 0.7], [-2.3, 0.2, -1.3], [0.3, 2.9, -0.3], [-2.7, -0.7, 1.2], [0.0, 0.4, 0.3], [2.4, -0.4, -0.3], [0.1, -0.3, -0.6], [0.3, -0.7, -0.1], [0.3, -1.3, -0.5], [1.1, -1.2, 0.6], [-1.0, -0.6, -0.3], [1.2, 0.6, -0.4], [0.5, -0.4, 0.4], [0.4, -0.4, 0.0], [-0.3, 0.5, 0.6]], "lowdin_charge": [0.0951, -0.1539, -0.2199, 0.1745, -0.0849, -0.1783, 0.2814, 0.1042, 0.0755, 0.1344, 0.1596, 0.1704, 0.1541, 0.1498, 0.1380], "homo_lumo_gap_ev": 10.22, "fmax_ev_per_a": 3.0, "total_charge": 1, "relative_energy_ev": 1.753, "e_tot_ha": -324.9745, "smiles": "C=C[C@H]([NH3+])C=C=O"}

=====

# 3
{"formula": "C5H8NO2", "method": "ωB97M-V with the def2-TZVPD basis set", "symbols": ["O", "C", "O", "C", "C", "C", "C", "N", "H", "H", "H", "H", "H", "H", "H", "H"], "coordinates": [[-1.20548, -0.00579, -1.81048], [-0.07631, -0.45268, -1.47622], [0.58116, -1.36409, -2.02444], [0.57838, 0.16436, -0.22154], [0.67400, -0.83730, 0.95814], [0.32560, -0.01713, 2.18120], [-0.54356, 1.14312, 1.69895], [-0.24341, 1.28883, 0.28367], [1.52321, 0.67585, -0.39728], [-0.16821, -1.50053, 0.78591], [1.67466, -1.23334, 0.93287], [-0.06583, -0.63198, 2.98111], [1.22813, 0.37238, 2.68191], [-0.21806, 2.01996, 2.27610], [-1.62083, 1.03207, 1.84276], [-1.08289, 1.31495, -0.29338]], "forces_ev_per_a": [[0.3, -0.1, 0.3], [0.1, -0.2, -0.7], [0.0, 0.1, 0.1], [-0.6, 1.4, 0.9], [-0.7, 1.2, -1.0], [1.0, -0.1, 0.9], [0.3, 0.2, 0.0], [-0.4, 0.3, -0.1], [0.5, -0.8, -0.6], [0.4, -0.9, 0.0], [0.0, -0.9, 0.3], [-0.7, -0.2, 0.1], [0.0, 0.2, -0.5], [-0.3, 0.2, -0.1], [-0.1, -0.3, 0.3], [0.1, -0.2, 0.1]], "lowdin_charge": [-0.0855, -0.7076, -0.0784, -0.2694, -0.1421, -0.2110, -0.2407, -0.0491, 0.1224, 0.1163, 0.1026, 0.0859, 0.0966, 0.0846, 0.0993, 0.0760], "homo_lumo_gap_ev": 7.92, "fmax_ev_per_a": 1.8, "total_charge": -1, "relative_energy_ev": 0.157, "e_tot_ha": -400.6089, "smiles": "O=C([O-])[C@@H]1CCCN1"}

=====

# 4
{"formula": "C5H8NO2", "method": "ωB97M-V with the def2-TZVPD basis set", "symbols": ["O", "C", "O", "C", "C", "C", "C", "N", "H", "H", "H", "H", "H", "H", "H", "H"], "coordinates": [[-2.25530, 0.21818, -0.78404], [-1.35569, 0.91818, -1.32469], [-1.37866, 1.58020, -2.36715], [-0.05518, 0.94610, -0.41957], [0.94987, -0.18358, -0.79493], [0.85120, -1.18954, 0.36948], [0.07448, -0.49649, 1.48831], [-0.36833, 0.80225, 0.99488], [0.45178, 1.90677, -0.55422], [0.54394, -0.63308, -1.69909], [1.90311, 0.26444, -0.99879], [0.32725, -2.00461, -0.04687], [1.80111, -1.51694, 0.79420], [0.67781, -0.43705, 2.40617], [-0.80389, -1.07318, 1.81060], [-1.36352, 0.89835, 1.12569]], "forces_ev_per_a": [[-0.2, 0.0, -0.6], [0.0, -0.4, 1.7], [0.3, 0.0, -0.5], [0.2, 0.7, -0.5], [-1.4, 0.4, 0.4], [0.7, 1.0, 0.2], [-0.8, -0.2, 0.4], [0.6, 0.0, 0.5], [-0.1, 0.1, -0.3], [0.4, -0.1, -0.2], [0.7, -0.1, 0.0], [-0.6, -1.2, 0.0], [0.2, -0.2, -0.4], [0.2, 0.3, -0.2], [0.0, -0.2, -0.3], [-0.1, -0.2, -0.3]], "lowdin_charge": [-0.0935, -0.7129, -0.0646, -0.2791, -0.1283, -0.1734, -0.2408, -0.0438, 0.1105, 0.1027, 0.0857, 0.0798, 0.0899, 0.0827, 0.1003, 0.0848], "homo_lumo_gap_ev": 7.90, "fmax_ev_per_a": 1.7, "total_charge": -1, "relative_energy_ev": 0.182, "e_tot_ha": -400.6080, "smiles": "O=C([O-])[C@@H]1CCCN1"}

=====

# 5
{"formula": "C5H8NO2", "method": "ωB97M-V with the def2-TZVPD basis set", "symbols": ["O", "C", "O", "C", "C", "C", "C", "N", "H", "H", "H", "H", "H", "H", "H", "H"], "coordinates": [[-3.91708, 0.69969, 0.43756], [-3.02022, -0.20818, 0.52277], [-2.55173, -0.81973, -0.46360], [1.35670, 1.06883, 0.12385], [1.12289, -0.23647, -0.55333], [2.14542, -1.01607, -0.94257], [3.54160, -0.77028, -1.01366], [1.18388, 1.17465, 1.65884], [0.88097, 1.98107, -0.42859], [0.07467, -0.50781, -0.69122], [2.26041, 1.25685, 0.61795], [1.91463, -2.01943, -1.36925], [4.04990, -0.14431, -0.26569], [4.22029, -1.15698, -1.73224], [1.76402, 0.48594, 2.07581], [-2.57986, -0.18447, 1.56724]], "forces_ev_per_a": [[0.5, -1.2, 0.5], [-1.0, 3.0, -1.2], [0.6, -0.8, 1.0], [-2.7, 1.6, 0.8], [-1.2, 1.3, 2.1], [3.0, -2.3, -2.2], [-1.6, 1.5, 2.1], [-2.7, 0.5, -2.6], [1.2, -1.6, 1.2], [0.1, -0.5, 0.8], [4.0, 0.9, -1.1], [-0.3, 1.0, -0.3], [-0.5, 0.1, -0.4], [0.1, -1.0, -0.5], [0.5, -1.6, 0.1], [0.2, -1.0, -0.5]], "lowdin_charge": [-0.2025, -0.6793, -0.1693, -0.2997, -0.0701, -0.2143, 0.0480, 0.0736, 0.1465, 0.0961, 0.0462, 0.1065, 0.0355, 0.0220, -0.0214, 0.0824], "homo_lumo_gap_ev": 4.22, "fmax_ev_per_a": 4.3, "total_charge": -1, "relative_energy_ev": 7.804, "e_tot_ha": -400.3279}

=====

# 6
{"formula": "C5H8NO2", "method": "ωB97M-V with the def2-TZVPD basis set", "symbols": ["N", "C", "C", "C", "C", "C", "O", "O", "H", "H", "H", "H", "H", "H", "H", "H"], "coordinates": [[1.93751, -1.95520, 1.67565], [2.18192, -0.75285, 1.01854], [1.21444, 0.32136, 0.72885], [-0.16915, -0.47808, 0.75324], [-0.81615, -0.51362, -0.63563], [-1.37331, 0.83008, -1.11702], [-2.19935, 1.40449, -0.38168], [-0.90416, 1.19869, -2.24384], [-0.12579, -0.99970, -1.37261], [1.66695, -1.00406, 2.25764], [3.25787, -0.71791, 0.75695], [1.50226, 0.66962, -0.37137], [1.23708, 1.17990, 1.47037], [-0.82073, -0.07647, 1.51929], [0.07490, -1.51639, 1.16025], [-1.75350, -1.11541, -0.63380]], "forces_ev_per_a": [[-0.6, 2.0, 2.2], [3.8, -1.1, -2.3], [-0.6, -0.6, -1.9], [0.4, -0.1, -0.1], [-0.6, -0.8, 0.3], [1.5, 0.1, -1.2], [-0.3, 0.3, 0.0], [-0.7, 0.3, 0.5], [-0.5, 0.7, 0.5], [-0.6, -3.1, 1.7], [-0.2, 1.0, -0.7], [-1.0, 0.0, 2.3], [-0.2, -0.3, -0.5], [-0.5, 0.5, -0.1], [-0.2, 1.3, -0.9], [0.5, -0.2, 0.3]], "lowdin_charge": [-0.1971, -0.5835, -0.2690, -0.2534, -0.1871, -0.7802, -0.1112, -0.1571, 0.1045, -0.0069, 0.0219, 0.1265, 0.0663, 0.0729, 0.0615, 0.0918], "homo_lumo_gap_ev": [3.79, 5.99], "fmax_ev_per_a": 4.6, "spin_multiplicity": 2, "total_charge": -2, "relative_energy_ev": 2.827, "e_tot_ha": -400.3366}

=====

# 7
{"formula": "C5H8NO3Si", "method": "ωB97M-V with the def2-TZVPD basis set", "symbols": ["C", "C", "C", "C", "C", "N", "O", "O", "O", "Si", "H", "H", "H", "H", "H", "H", "H", "H"], "coordinates": [[0.63570, -1.45832, -2.12676], [-3.19328, -0.14237, 0.28250], [0.34942, -1.85470, -0.93170], [0.21687, 0.80453, -0.10509], [-0.76569, 0.08391, 0.50021], [-1.99596, 0.05295, -0.23756], [1.50101, 1.02199, 0.55066], [-3.43421, -0.33136, 1.46023], [0.19205, 1.28303, -1.26557], [2.59850, 0.78374, 1.60273], [1.00188, -1.99180, -2.89600], [0.32009, -0.41920, -2.40016], [-4.07154, -0.23347, -0.56331], [-0.67239, -0.30491, 1.42674], [-1.97584, 0.33127, -1.28641], [2.78870, 1.84448, 2.58243], [3.89830, 1.03324, 1.05203], [2.60639, -0.50302, 2.35506]], "forces_ev_per_a": [[-1.9, 3.0, 1.8], [-2.0, -0.8, -1.1], [0.2, -0.8, 0.6], [1.7, 1.1, -1.8], [-0.1, 1.1, -3.2], [0.5, 0.8, -2.5], [-3.3, -0.1, -1.9], [-0.3, 0.0, 0.2], [-0.3, 0.0, 0.9], [1.8, -0.5, 2.0], [1.3, -2.2, -2.3], [0.4, -0.2, 0.5], [1.8, 0.4, 1.6], [-0.2, -1.3, 2.6], [0.5, -0.7, 2.7], [-0.7, 0.5, 0.8], [1.0, -0.4, -0.9], [-0.2, 0.0, -0.2]], "lowdin_charge": [-0.1739, -0.4514, 0.0479, -0.5638, -0.1094, 0.0257, -0.2494, -0.0391, -0.0832, 0.4342, -0.0169, 0.0557, 0.1448, 0.0755, 0.1731, -0.1020, -0.0995, -0.0683], "homo_lumo_gap_ev": [7.01, 7.01], "fmax_ev_per_a": 4.0, "total_charge": -1, "relative_energy_ev": 4.104, "e_tot_ha": -765.1917}